Record 1
Density functional theory data (wB97M-V/def2-TZVPD) for a molecular structure, C36H44BrGe2N4O5PRu in a non-equilibrium geometry.

```
94
Properties=species:S:1:pos:R:3:forces:R:3:mulliken_charge:R:1
Ru -0.07172 0.11955 0.41284 -0.39 -1.09 0.25 -0.197
Br 3.48845 -3.77641 5.64141 -0.11 0.06 -0.10 -0.140
C 2.24003 -2.95512 4.48441 0.14 -0.06 0.15 -0.463
C 0.99567 -2.54050 4.99036 0.07 -0.01 -0.08 -0.453
C 0.09084 -1.92047 4.17122 -0.18 0.13 -0.23 -0.378
C 0.37866 -1.65992 2.81212 0.59 -0.35 0.30 0.015
O -0.51562 -1.02977 2.10327 0.04 0.63 -0.94 -0.101
C 1.63154 -2.11668 2.29911 -0.45 0.28 0.19 -0.481
C 1.97856 -2.03233 0.92813 0.06 -0.16 -0.23 0.631
N 1.31663 -1.40077 0.00446 0.25 0.15 0.39 0.534
C 1.66070 -1.46423 -1.36228 0.21 -0.21 -0.46 0.164
C 2.72018 -2.16472 -1.89683 -0.21 0.17 0.28 -0.883
C 2.99256 -2.12553 -3.27270 0.00 0.04 -0.24 -1.056
C 2.19802 -1.41348 -4.12675 0.13 -0.09 -0.01 -0.864
C 1.07697 -0.71691 -3.62868 -0.09 -0.02 0.22 1.186
C 0.19529 0.00674 -4.45949 -0.06 0.07 0.10 -0.967
C -0.87472 0.66002 -3.90859 0.00 -0.07 -0.14 -1.248
C -1.07793 0.58105 -2.52839 -0.02 -0.06 0.09 -0.311
N -0.27916 -0.09165 -1.72065 -0.04 0.21 0.03 0.948
C 0.80570 -0.74414 -2.24063 0.13 -0.14 -0.24 -0.248
C 2.54059 -2.76382 3.16686 0.09 -0.08 0.03 -0.808
H 0.75516 -2.71199 6.03106 0.02 0.00 0.00 0.514
H -0.86795 -1.58647 4.54720 0.01 0.03 0.04 0.436
H 2.87175 -2.58968 0.65253 -0.05 -0.04 -0.08 0.123
H 3.36705 -2.75978 -1.26798 0.02 0.02 0.01 0.517
H 3.84440 -2.67137 -3.65454 -0.01 -0.01 0.01 0.450
H 2.41398 -1.38345 -5.18679 -0.03 -0.01 0.00 0.482
H 0.37315 0.03039 -5.52738 0.01 0.02 0.00 0.480
H -1.57187 1.22063 -4.51468 0.00 -0.02 -0.01 0.556
H -1.92528 1.07151 -2.06785 0.05 0.06 0.01 0.668
H 3.49096 -3.10952 2.77804 -0.02 0.00 -0.02 0.596
C 0.36010 5.14553 -2.97291 -0.12 -0.05 -0.04 -1.155
N 0.41295 4.03255 -2.03768 0.17 0.20 -0.07 -0.040
C -0.62297 3.54727 -1.33863 0.26 -0.40 0.27 -0.647
N -1.86083 3.97121 -1.65336 -0.02 0.09 -0.03 -0.267
O -0.42290 2.68675 -0.43734 -0.27 0.28 -0.23 1.054
H 1.37098 5.48950 -3.17014 0.01 -0.03 0.00 0.377
H -0.19289 5.98503 -2.54819 0.02 0.00 0.00 0.355
H -0.09582 4.85517 -3.92122 0.00 0.02 -0.01 0.315
H 1.30181 3.61235 -1.82524 -0.02 -0.07 0.08 0.060
H -1.99213 4.73878 -2.29001 -0.04 -0.01 0.02 0.231
H -2.59916 3.77553 -0.99373 -0.04 0.02 0.04 -0.008
C -3.13058 -2.56314 2.00988 0.15 0.47 -0.05 -1.351
Ge -3.51358 -0.76454 1.31799 -0.51 -0.42 -0.45 1.106
C -3.63305 -0.93352 -0.65050 -0.03 0.12 0.37 -1.082
C -5.17406 -0.06872 2.14958 0.40 0.06 -0.04 -1.183
Ge -1.87043 1.37072 1.52729 -0.71 0.66 1.48 0.776
C -2.98522 2.98645 1.34957 0.16 -0.46 -0.28 0.445
C -2.57550 4.14363 2.01049 0.02 -0.01 0.04 -0.090
C -3.29765 5.32010 1.87697 -0.06 0.04 0.01 -0.866
C -4.45442 5.34603 1.10715 0.05 0.02 0.03 -0.767
C -4.88353 4.19529 0.45997 -0.06 -0.01 -0.04 -0.526
C -4.14668 3.02348 0.57496 0.07 -0.11 -0.03 -0.333
C -1.35499 1.45215 3.44715 -0.10 0.07 -0.39 0.430
C -0.06035 1.66958 3.90595 -0.08 -0.02 -0.01 -0.218
C 0.22962 1.68118 5.26312 0.04 0.01 -0.06 -0.982
C -0.78166 1.45773 6.18569 0.01 0.01 0.03 -0.810
C -2.08015 1.24783 5.74450 -0.11 -0.07 0.04 -0.691
C -2.36739 1.25196 4.38647 0.03 0.07 -0.13 -0.790
H -4.03309 -3.14321 1.80205 -0.02 0.03 0.00 0.541
H -2.93667 -2.58447 3.07936 0.01 0.05 0.01 0.346
H -2.29237 -3.00412 1.47609 0.01 -0.01 0.02 0.326
H -4.28165 -1.78146 -0.87630 -0.01 0.00 0.01 0.537
H -2.64231 -1.13849 -1.05189 -0.03 -0.06 -0.04 0.206
H -4.04367 -0.04507 -1.13050 0.02 0.01 0.02 0.283
H -5.99895 -0.58277 1.65160 0.03 -0.02 -0.05 0.489
H -5.30391 1.00536 2.03848 -0.01 -0.03 0.00 0.387
H -5.18915 -0.32850 3.20684 0.02 -0.01 -0.01 0.406
H -1.69970 4.12457 2.64972 -0.02 0.01 0.01 0.402
H -2.97189 6.21666 2.38840 0.00 -0.02 0.02 0.481
H -5.02797 6.26021 1.03061 0.00 -0.01 -0.03 0.429
H -5.79273 4.20894 -0.12728 0.00 0.00 0.01 0.463
H -4.48707 2.12420 0.06987 -0.02 0.07 -0.04 0.212
H 0.73852 1.84638 3.19877 0.11 0.01 -0.01 0.611
H 1.24387 1.86886 5.59406 -0.02 -0.02 0.04 0.496
H -0.56283 1.45811 7.24514 0.00 0.01 0.00 0.418
H -2.87815 1.08899 6.45865 0.02 0.00 0.01 0.476
H -3.39145 1.11127 4.05413 -0.01 0.01 0.09 0.344
C 1.34773 4.22326 1.62736 -0.08 0.15 0.04 -0.269
O 2.18307 3.08911 1.35367 -0.38 -0.39 -0.06 -0.301
P 1.80425 1.63597 0.79406 1.31 0.49 0.02 1.333
O 2.26008 1.62773 -0.74591 -0.13 0.11 0.22 0.251
C 3.62323 1.91374 -1.12887 0.21 -0.06 -0.02 -1.022
O 3.04646 0.84082 1.42462 -0.21 -0.12 -0.09 -0.493
C 3.36747 0.81851 2.82597 -0.01 0.06 0.12 -0.644
H 1.63945 5.03540 0.96315 0.00 -0.06 -0.03 0.318
H 1.52524 4.52849 2.65672 0.02 -0.06 -0.01 0.267
H 0.29600 3.99485 1.48408 -0.04 -0.08 -0.04 -0.031
H 3.59321 2.28397 -2.15111 -0.02 0.00 0.01 0.252
H 4.21662 1.00235 -1.09073 -0.05 -0.02 0.02 0.263
H 4.06767 2.65859 -0.47090 -0.05 0.03 -0.02 0.362
H 4.32048 0.30376 2.90864 -0.01 0.02 0.02 0.305
H 2.60983 0.27255 3.39028 -0.01 0.00 -0.03 0.192
H 3.46307 1.83231 3.21432 0.01 0.00 -0.06 0.318
```
Positions in Å, forces in eV/Å.

* calculated total energy: -249176.9509 eV
* gap between HOMO and LUMO (alpha / beta): 6.6 / 5.3 eV
* <S²>: 6.042
* LUMO (alpha / beta): -6.052 / -7.517 eV
* 2S+1: 5
* HOMO (alpha / beta): -0.4646 / -0.4715 Ha
* charge: +2

Record 2
Density functional theory data (wB97M-V/def2-TZVPD) for 2 unconnected molecules or ions with the total composition C6H18NO in a non-equilibrium geometry.

```
26
Properties=species:S:1:pos:R:3:forces:R:3:mulliken_charge:R:1
C -0.07088 0.17390 -2.15814 0.62 -0.97 0.77 -1.438
C -0.41361 -0.73080 -0.94611 0.15 0.44 -0.50 -0.178
C -1.25594 -0.07284 0.10045 -0.33 -0.27 1.37 -0.026
C -1.67966 -1.11305 1.19297 0.54 1.02 0.28 -1.634
C -0.57677 1.19613 0.70645 -0.90 -0.34 -0.18 -0.342
C -1.64230 2.02265 1.48267 1.25 -1.02 0.08 -1.279
N 0.92159 -1.19344 -0.28414 -1.40 0.02 -0.74 -0.198
H 0.09290 -0.50570 -2.99216 -0.19 0.48 -0.42 0.377
H 0.86277 0.71656 -1.99449 -0.01 0.10 0.00 0.479
H -0.84103 0.91995 -2.31252 -0.22 -0.19 -0.29 0.360
H -0.87520 -1.64394 -1.31732 -0.11 -0.01 0.16 0.560
H -2.20680 0.28033 -0.29501 0.17 -0.05 -0.77 0.410
H -2.63594 -0.79863 1.60266 0.06 -0.12 0.23 0.417
H -0.93470 -1.05865 1.99650 -0.24 -0.23 0.18 0.434
H -1.79280 -2.15580 0.90140 0.09 0.07 -0.46 0.363
H -0.12752 1.75984 -0.10883 -0.09 0.31 -0.03 0.365
H 0.25364 0.95110 1.37646 -0.10 -0.22 0.10 0.346
H -2.22392 1.30058 2.04875 -0.30 0.17 0.13 0.317
H -2.29452 2.58361 0.82530 0.03 0.23 0.01 0.343
H -1.10891 2.62076 2.21665 -0.34 0.51 -0.13 0.375
H 1.59558 -0.48862 -0.58414 0.94 -0.53 0.31 0.327
H 1.09536 -2.14849 -0.60041 0.64 0.36 -0.14 0.378
H 0.89227 -1.23059 0.73173 -0.15 0.23 0.15 0.268
H 4.09870 0.64907 -0.14403 -0.07 -0.66 -0.09 0.331
H 4.09083 -0.81890 -0.69071 0.60 -0.05 -0.28 0.320
O 3.64365 -0.21176 -0.10738 -0.62 0.72 0.26 -0.673
```
Positions in Å, forces in eV/Å.

* calculated total energy: -10045.4181 eV
* gap between HOMO and LUMO: 11.9 eV
* LUMO: -3.144 eV
* HOMO: -0.5517 Ha
* charge: +1

Record 3
Density functional theory data (wB97M-V/def2-TZVPD) for a single C5H11NO molecule.

```
18
Properties=species:S:1:pos:R:3:forces:R:3:mulliken_charge:R:1
C -1.85196 -0.54151 -1.10063 0.07 0.06 0.02 -1.186
C -1.27255 0.27965 0.05579 -0.07 -0.10 0.02 -0.617
C 0.24873 0.38069 0.12311 -0.15 0.03 -0.21 0.452
C 0.69053 1.50585 1.06373 0.13 0.11 0.11 -1.446
N 0.85094 -0.89196 0.49368 0.08 0.00 0.01 -0.102
C 2.03971 -1.29662 -0.01851 0.02 0.07 -0.08 -0.070
O 2.65535 -0.71081 -0.88881 -0.13 -0.21 0.31 -0.553
H -1.51705 -0.13883 -2.06319 -0.05 -0.09 0.12 0.314
H -1.56143 -1.59743 -1.05818 0.04 0.19 0.05 0.290
H -2.94836 -0.50130 -1.08029 0.23 0.00 -0.02 0.364
H -1.58973 1.31771 -0.03707 -0.38 0.00 0.03 0.300
H -1.67178 -0.10445 1.00816 0.13 0.18 -0.09 0.346
H 0.62455 0.58776 -0.88500 -0.02 0.05 0.15 0.259
H 0.25627 2.47708 0.78894 0.05 -0.31 -0.09 0.372
H 0.39171 1.30441 2.10062 0.03 -0.07 -0.17 0.308
H 1.77796 1.61256 1.03492 -0.09 -0.05 0.04 0.366
H 0.45188 -1.41773 1.25767 0.09 0.06 -0.09 0.262
H 2.39471 -2.23774 0.44194 0.01 0.07 -0.12 0.341
```
Positions in Å, forces in eV/Å.

* calculated total energy: -8901.4567 eV
* gap between HOMO and LUMO: 10.6 eV
* LUMO: 0.910 eV
* SMILES string: CC[C@@H](C)NC=O
* HOMO: -0.3572 Ha

In kcal/mol, the ΔE to the lowest compared entry with this formula, charge and spin values for the records above are, in order, 23.7, 9.5, 5.5.